# C10H10O2

A single C10H10O2 molecule at a distorted geometry (ωB97M-V/def2-TZVPD, OMol25).

Values from the calculation:
Gap between HOMO and LUMO ... 8.9 eV
SMILES string ... Oc1cc2c(cc1O)[C@@H]1C[C@@H]1C2
2S+1 ... 1

Bonds (Å) are listed after each position.
Positions of all 22 atoms, in Å:
1 O 3.5759 0.8062 0.0633  C2 1.370, H13 0.962
2 C 2.2589 0.4850 -0.1366  O1 1.370, C3 1.464, C7 1.401
3 C 1.6021 -0.8077 0.0669  C2 1.464, C4 1.349, H14 1.158
4 C 0.2567 -0.8086 -0.0371  C3 1.349, C5 1.446, C12 1.477
5 C -0.5259 0.3124 -0.5088  C4 1.446, C6 1.364, C9 1.484
6 C 0.0998 1.4929 -0.7837  C5 1.364, C7 1.368, H15 1.041
7 C 1.4557 1.5326 -0.6061  C2 1.401, C6 1.368, O8 1.397
8 O 2.0822 2.7796 -0.6591  C7 1.397, H16 0.941
9 C -1.9367 0.0798 -0.1129  C5 1.484, C10 1.575, C11 1.406, H17 1.108
10 C -2.1017 -0.2755 1.4127  C9 1.575, C11 1.520, H18 1.162, H19 1.088
11 C -2.0476 -1.2703 0.2652  C9 1.406, C10 1.520, C12 1.563, H20 1.133
12 C -0.6529 -1.9607 0.1238  C4 1.477, C11 1.563, H21 1.142, H22 1.088
13 H 4.1060 0.6670 -0.7279  O1 0.962
14 H 2.1766 -1.7942 0.2612  C3 1.158
15 H -0.4639 2.3437 -0.9914  C6 1.041
16 H 1.4271 3.2232 -1.1691  O8 0.941
17 H -2.8098 0.5014 -0.6489  C9 1.108
18 H -3.1385 -0.3494 1.9318  C10 1.162
19 H -1.2214 -0.0620 2.0153  C10 1.088
20 H -3.0294 -1.6848 -0.1203  C11 1.133
21 H -0.5765 -2.7337 -0.7130  C12 1.142
22 H -0.5364 -2.4769 1.0747  C12 1.088

Atom charges from the Löwdin analysis, given in e for atoms 1 to 8: 0.04, -0.22, 0.06, -0.23, -0.12, 0.03, -0.24, 0.06